Entry from the Open Molecules 2025 dataset: a molecular structure, C43H44CoFNO2SSb2Si (wB97M-V/def2-TZVPD).

The total energy is -123017.3637 eV. Its HOMO energy (alpha / beta) is -10.28 / -10.60 eV. As for the largest force on an atom: 0.568 eV/Å. As for the total charge: +1. The calculation puts the LUMO energy (alpha / beta) at -2.21 / -5.70 eV. For the HOMO-LUMO gap (alpha / beta), the calculation gives 8.1 / 4.9 eV. The spin multiplicity is 5.

Cartesian coordinates (Å):
Co  0.62  0.61  1.19
C  0.95  2.78  3.14
Si  0.89  1.18  4.11
C  2.60  0.69  4.65
C  -0.23  1.40  5.58
N  0.32  0.03  2.91
C  -0.22  -1.24  3.09
C  -0.77  -1.73  4.29
C  -1.30  -3.01  4.36
C  -1.31  -3.85  3.26
C  -0.78  -3.40  2.05
C  -0.26  -2.13  2.02
F  0.28  -1.68  0.81
H  1.57  3.53  3.64
H  -0.05  3.20  3.03
H  1.38  2.69  2.13
H  2.98  1.34  5.44
H  3.31  0.73  3.82
H  2.61  -0.33  5.04
H  0.02  2.35  6.06
H  -0.09  0.62  6.33
H  -1.28  1.43  5.30
H  -0.77  -1.10  5.16
H  -1.71  -3.35  5.30
H  -1.73  -4.84  3.33
H  -0.74  -4.02  1.17
C  -3.08  -0.52  0.09
C  -3.17  -1.06  -1.33
C  -1.93  -1.79  -1.85
Sb  -0.26  -0.54  -2.40
C  1.33  -1.95  -2.34
C  2.55  -1.57  -2.91
C  3.62  -2.45  -2.95
C  3.50  -3.71  -2.39
C  2.31  -4.10  -1.81
C  1.23  -3.23  -1.79
C  -0.60  -0.56  -4.49
C  -1.66  0.22  -4.96
C  -2.00  0.19  -6.31
C  -1.28  -0.60  -7.19
C  -0.22  -1.37  -6.72
C  0.12  -1.35  -5.38
Sb  -1.81  1.19  0.37
C  -2.78  2.01  2.07
C  -2.88  3.38  2.25
C  -3.48  3.90  3.39
C  -3.99  3.04  4.35
C  -3.89  1.67  4.18
C  -3.29  1.15  3.04
C  -2.62  2.43  -1.14
C  -1.86  2.92  -2.19
C  -2.45  3.71  -3.17
C  -3.80  4.01  -3.10
C  -4.56  3.53  -2.05
C  -3.98  2.74  -1.06
H  -2.77  -1.30  0.79
H  -4.05  -0.15  0.42
H  -3.47  -0.27  -2.02
H  -4.00  -1.78  -1.33
H  -2.18  -2.31  -2.77
H  -1.59  -2.53  -1.13
H  2.65  -0.59  -3.36
H  4.55  -2.14  -3.42
H  4.34  -4.39  -2.41
H  2.21  -5.09  -1.38
H  0.29  -3.56  -1.36
H  -2.22  0.86  -4.29
H  -2.82  0.80  -6.67
H  -1.54  -0.62  -8.24
H  0.34  -1.98  -7.41
H  0.94  -1.96  -5.03
H  -2.49  4.07  1.50
H  -3.55  4.97  3.52
H  -4.46  3.45  5.24
H  -4.29  1.00  4.94
H  -3.21  0.08  2.93
H  -0.80  2.70  -2.25
H  -1.85  4.09  -3.99
H  -4.26  4.63  -3.86
H  -5.62  3.77  -1.99
H  -4.58  2.38  -0.24
O  8.13  -1.47  -1.00
C  7.17  -1.65  -0.07
O  7.33  -2.41  0.84
C  5.88  -0.88  -0.23
C  4.80  -1.31  0.53
C  3.59  -0.67  0.45
C  3.44  0.44  -0.41
S  1.94  1.27  -0.56
C  4.53  0.88  -1.16
C  5.75  0.23  -1.07
H  7.84  -0.88  -1.70
H  4.94  -2.17  1.18
H  2.74  -1.03  1.02
H  4.42  1.74  -1.81
H  6.58  0.61  -1.65

=====

Entry from the Open Molecules 2025 dataset: 2 unconnected molecules or ions with the total composition C43H44N3O2Si at a distorted geometry (wB97M-V/def2-TZVPD).

The total energy is -61739.7831 eV. Its HOMO energy is -10.14 eV. As for the largest force on an atom: 3.086 eV/Å. Its energy above the lowest of the compared OMol25 structures with the same formula, charge and spin is 1.262 eV. As for the total charge: +1. The calculation puts the LUMO energy at -4.50 eV. For the HOMO-LUMO gap, the calculation gives 5.6 eV.

Cartesian coordinates (Å):
C  2.14  -0.63  1.40
C  1.17  0.25  1.89
C  -0.18  0.06  1.58
C  -0.58  -1.06  0.82
Si  -2.37  -1.37  0.44
C  -3.32  -0.43  1.78
C  -4.31  0.49  1.41
C  -4.97  1.28  2.36
C  -4.65  1.13  3.71
C  -3.66  0.22  4.11
C  -3.01  -0.56  3.14
C  -3.01  -0.64  -1.18
C  -2.40  0.55  -1.63
C  -2.92  1.26  -2.72
C  -4.02  0.76  -3.43
C  -4.65  -0.41  -2.99
C  -4.16  -1.10  -1.86
C  -2.63  -3.23  0.61
C  -2.73  -3.58  2.11
C  -2.74  -5.09  2.12
C  -1.87  -5.45  0.90
N  -1.67  -4.24  0.05
C  0.40  -1.95  0.36
C  1.76  -1.74  0.63
H  3.20  -0.46  1.61
H  1.47  1.09  2.52
H  -0.91  0.79  1.93
H  -4.58  0.61  0.35
H  -5.72  2.00  2.05
H  -5.18  1.71  4.47
H  -3.39  0.12  5.16
H  -2.26  -1.28  3.46
H  -1.54  0.95  -1.10
H  -2.47  2.20  -3.03
H  -4.41  1.29  -4.30
H  -5.55  -0.77  -3.49
H  -4.69  -1.98  -1.49
H  -3.63  -3.38  0.16
H  -1.85  -3.21  2.67
H  -3.61  -3.15  2.58
H  -2.32  -5.51  3.04
H  -3.74  -5.51  1.99
H  -0.88  -5.76  1.26
H  -2.31  -6.29  0.34
H  -1.97  -4.49  -0.88
H  0.09  -2.84  -0.20
H  2.50  -2.44  0.24
C  5.03  -2.52  -6.66
O  4.63  -3.22  -5.43
C  3.41  -2.91  -4.91
C  2.95  -3.68  -3.79
C  1.63  -3.58  -3.38
C  0.77  -2.70  -4.10
C  1.23  -1.85  -5.10
C  2.57  -1.90  -5.47
N  -0.53  -2.94  -3.70
C  -1.69  -2.19  -4.19
C  -0.56  -3.95  -2.78
C  0.76  -4.34  -2.42
C  1.33  -5.05  -1.31
C  1.19  -6.29  -0.60
C  1.21  -6.33  0.82
N  1.04  -7.61  1.28
C  0.62  -8.00  2.63
C  1.07  -8.49  0.21
C  1.28  -7.73  -0.99
C  1.62  -8.44  -2.13
C  1.76  -9.87  -2.04
O  2.42  -10.62  -2.96
C  3.08  -9.94  -4.04
C  1.34  -10.59  -0.89
C  1.00  -9.88  0.25
H  5.98  -2.96  -6.95
H  4.29  -2.66  -7.46
H  5.15  -1.44  -6.48
H  3.62  -4.37  -3.28
H  0.57  -1.14  -5.59
H  2.93  -1.25  -6.27
H  -1.31  -1.31  -4.74
H  -2.32  -2.82  -4.84
H  -2.32  -1.87  -3.34
H  -1.53  -4.39  -2.54
H  2.39  -4.69  -1.15
H  1.29  -5.50  1.53
H  1.05  -8.98  2.88
H  0.95  -7.24  3.35
H  -0.48  -8.03  2.70
H  1.84  -7.88  -3.05
H  3.67  -10.74  -4.49
H  2.36  -9.53  -4.75
H  3.73  -9.14  -3.67
H  1.40  -11.68  -0.92
H  0.69  -10.34  1.20

=====

Entry from the Open Molecules 2025 dataset: a molecular structure, C43H45AsCsF10N3OS2Te (wB97M-V/def2-TZVPD).

The total energy is -169363.4013 eV. Its HOMO energy is -2.14 eV. As for the largest force on an atom: 0.200 eV/Å. Its energy above the lowest of the compared OMol25 structures with the same formula, charge and spin is 0.000 eV. As for the total charge: -2. The calculation puts the LUMO energy at 3.60 eV. For the HOMO-LUMO gap, the calculation gives 5.7 eV.

Cartesian coordinates (Å):
Cs  -1.06  -0.18  -0.29
C  3.53  -1.50  2.10
N  2.46  -0.93  1.32
C  2.77  -0.83  -0.09
C  2.51  -2.13  -0.86
N  1.12  -2.52  -0.78
C  0.75  -3.55  -0.04
C  -0.64  -3.90  0.01
F  -1.51  -3.18  -0.76
C  -1.20  -4.92  0.74
F  -2.53  -5.13  0.69
C  -0.41  -5.75  1.52
F  -0.94  -6.75  2.26
C  0.95  -5.50  1.51
F  1.76  -6.29  2.24
C  1.50  -4.47  0.77
F  2.86  -4.40  0.84
C  1.99  0.32  1.90
C  1.04  0.12  3.08
N  -0.17  0.88  2.80
C  -1.17  0.88  3.67
C  -2.36  1.59  3.33
F  -2.41  2.18  2.11
C  -3.44  1.76  4.16
F  -4.49  2.50  3.76
C  -3.46  1.18  5.42
F  -4.52  1.35  6.25
C  -2.36  0.44  5.79
F  -2.34  -0.14  7.01
C  -1.27  0.28  4.96
F  -0.25  -0.46  5.46
H  3.84  -2.46  1.68
H  3.20  -1.68  3.12
H  4.41  -0.83  2.14
H  3.81  -0.50  -0.28
H  2.12  -0.06  -0.51
H  3.23  -2.88  -0.55
H  2.76  -1.92  -1.91
H  1.40  0.83  1.13
H  2.83  0.98  2.16
H  1.52  0.44  4.02
H  0.84  -0.95  3.18
S  -3.16  1.73  -2.46
C  -3.53  1.48  -4.14
C  -4.57  2.18  -4.77
C  -4.87  2.00  -6.11
C  -4.13  1.12  -6.88
C  -3.09  0.42  -6.29
C  -2.78  0.59  -4.94
As  -1.41  -0.44  -4.01
C  -0.60  -1.30  -5.60
C  -0.84  -2.65  -5.81
C  -0.32  -3.31  -6.91
C  0.46  -2.62  -7.82
C  0.72  -1.27  -7.62
C  0.20  -0.62  -6.52
C  -0.02  0.92  -3.76
C  -0.15  2.24  -4.20
C  0.86  3.16  -3.96
C  2.01  2.77  -3.29
C  2.15  1.46  -2.85
C  1.13  0.54  -3.09
H  -5.15  2.87  -4.16
H  -5.69  2.56  -6.55
H  -4.35  0.97  -7.93
H  -2.51  -0.27  -6.89
H  -1.44  -3.20  -5.09
H  -0.52  -4.36  -7.06
H  0.88  -3.13  -8.69
H  1.34  -0.72  -8.33
H  0.40  0.44  -6.37
H  -1.06  2.55  -4.70
H  0.74  4.18  -4.29
H  2.80  3.50  -3.09
H  3.04  1.15  -2.32
H  1.24  -0.48  -2.74
C  -4.67  -2.45  0.10
Te  -4.13  -1.33  1.83
C  -4.94  0.47  1.03
H  -5.75  -2.56  0.04
H  -4.20  -3.43  0.16
H  -4.30  -1.92  -0.78
H  -6.02  0.40  0.99
H  -4.53  0.64  0.03
H  -4.65  1.30  1.67
C  -0.21  3.62  6.00
C  0.57  3.84  4.71
C  -0.31  4.50  3.65
S  0.57  5.19  2.23
O  1.57  6.17  2.77
C  1.48  3.72  1.75
C  2.03  3.86  0.32
C  3.46  3.35  0.18
H  0.39  3.11  6.75
H  -1.10  3.01  5.82
H  -0.54  4.58  6.42
H  0.92  2.88  4.33
H  1.44  4.48  4.89
H  -0.85  5.35  4.07
H  -1.04  3.80  3.24
H  0.80  2.87  1.86
H  2.29  3.60  2.48
H  2.00  4.92  0.02
H  1.38  3.34  -0.38
H  4.12  3.88  0.86
H  3.83  3.49  -0.84
H  3.52  2.28  0.41

=====

Entry from the Open Molecules 2025 dataset: a molecular structure, C43H45N3PS2Ta (wB97M-V/def2-TZVPD).

The total energy is -82291.1067 eV. Its HOMO energy is -12.74 eV. As for the largest force on an atom: 0.632 eV/Å. Its energy above the lowest of the compared OMol25 structures with the same formula, charge and spin is 0.617 eV. As for the total charge: +2. The calculation puts the LUMO energy at -6.96 eV. For the HOMO-LUMO gap, the calculation gives 5.8 eV.

Cartesian coordinates (Å):
Ta  1.27  0.23  0.90
C  4.41  1.22  0.65
N  3.05  1.81  0.41
C  2.88  2.12  -1.04
C  2.98  0.86  -1.86
N  2.07  -0.21  -1.33
C  0.83  -0.22  -2.15
C  2.75  -1.51  -1.46
C  3.03  -2.05  -2.71
C  3.70  -3.26  -2.80
C  4.09  -3.93  -1.65
C  3.82  -3.39  -0.40
C  3.14  -2.17  -0.30
S  2.79  -1.52  1.30
C  3.02  3.01  1.25
C  3.60  4.22  0.88
C  3.60  5.27  1.78
C  3.06  5.12  3.05
C  2.49  3.91  3.42
C  2.47  2.86  2.51
S  1.63  1.37  2.91
H  5.16  1.94  0.32
H  4.54  0.28  0.13
H  4.53  1.05  1.71
H  3.65  2.81  -1.38
H  1.92  2.62  -1.18
H  4.00  0.47  -1.85
H  2.73  1.07  -2.90
H  1.05  -0.43  -3.20
H  0.35  0.76  -2.10
H  0.16  -0.99  -1.78
H  2.74  -1.53  -3.61
H  3.91  -3.68  -3.77
H  4.62  -4.87  -1.72
H  4.12  -3.91  0.50
H  4.06  4.35  -0.09
H  4.05  6.22  1.49
H  3.07  5.94  3.75
H  2.06  3.78  4.40
C  -0.12  3.49  0.78
C  -1.28  3.48  -0.17
C  -1.73  4.67  -0.71
C  -2.88  4.72  -1.49
C  -3.59  3.55  -1.72
C  -3.14  2.35  -1.21
C  -1.96  2.29  -0.46
P  -1.40  0.70  0.25
C  -2.33  -0.56  -0.69
C  -2.26  -0.42  -2.08
C  -3.00  -1.21  -2.94
C  -3.85  -2.17  -2.40
C  -3.93  -2.31  -1.03
C  -3.18  -1.54  -0.14
C  -3.39  -1.82  1.32
C  -1.89  0.75  1.98
C  -2.95  1.53  2.43
C  -3.27  1.53  3.78
C  -2.53  0.76  4.66
C  -1.46  -0.01  4.21
C  -1.13  -0.02  2.86
C  0.03  -0.82  2.34
H  0.38  4.46  0.82
H  0.65  2.76  0.47
H  -0.43  3.22  1.79
H  -1.20  5.59  -0.49
H  -3.22  5.66  -1.90
H  -4.51  3.58  -2.30
H  -3.71  1.45  -1.40
H  -1.67  0.37  -2.51
H  -2.93  -1.07  -4.01
H  -4.45  -2.79  -3.05
H  -4.60  -3.06  -0.62
H  -4.05  -2.68  1.43
H  -3.86  -0.98  1.84
H  -2.47  -2.06  1.84
H  -3.53  2.13  1.73
H  -4.10  2.13  4.14
H  -2.78  0.75  5.71
H  -0.89  -0.60  4.91
H  -0.30  -1.63  1.66
H  0.58  -1.30  3.15
N  0.27  -3.19  -0.16
C  -0.76  -4.02  -0.71
C  -0.88  -4.13  -2.09
C  -1.87  -4.94  -2.63
C  -2.74  -5.64  -1.80
C  -2.62  -5.52  -0.42
C  -1.63  -4.71  0.12
H  0.51  -3.50  0.77
H  1.10  -3.26  -0.73
H  -0.19  -3.60  -2.74
H  -1.95  -5.04  -3.70
H  -3.50  -6.28  -2.22
H  -3.28  -6.07  0.23
H  -1.52  -4.64  1.20

=====

Question: The highest total charge belongs to which entry?
Answer: C43H45N3PS2Ta

=====

Question: The highest largest force on an atom belongs to which entry?
Answer: C43H44N3O2Si

=====

Question: Which value of largest force on an atom does entry 1 give?
Answer: 0.568 eV/Å

=====

Question: Among the records above, which one has the highest total charge?
Answer: C43H45N3PS2Ta